[1]
The following is a quantum chemistry calculation of 7 unconnected molecules or ions with the total composition C32H48BBrO12, from the OMol25 dataset.

Positions of all 94 atoms, in Å:
C 3.70 5.72 0.22
O 4.31 4.41 -0.09
B 3.46 3.29 0.38
O 3.20 3.26 1.86
C 2.78 2.14 -0.63
C 3.61 1.50 -1.73
C 5.21 1.83 -1.98
C 6.12 0.88 -0.96
O 5.63 -0.50 -1.04
C 5.86 -1.26 0.20
O 6.65 -0.89 1.22
C 2.94 0.38 -2.78
O 3.64 -0.16 -3.81
C 1.40 -0.13 -2.54
C 0.80 -1.28 -3.57
C -0.76 -1.82 -3.45
C -1.66 -1.16 -2.21
C -1.05 0.00 -1.18
Br -2.29 0.67 0.24
C 0.50 0.57 -1.31
C 1.18 1.74 -0.38
O 0.56 2.44 0.58
H 4.22 6.54 -0.46
H 2.54 5.73 0.04
H 4.01 5.99 1.34
H 2.46 3.95 2.01
H 5.53 1.48 -3.08
H 5.48 2.97 -1.92
H 7.23 0.87 -1.39
H 6.03 1.38 0.10
H 5.34 -2.32 0.29
H 1.47 -1.72 -4.44
H -1.20 -2.62 -4.21
H -2.77 -1.57 -2.13
C 1.63 4.18 -4.08
C 0.16 3.95 -3.86
C -0.76 5.14 -4.02
O -0.28 2.84 -3.57
H 2.17 3.24 -3.94
H 1.80 4.53 -5.10
H 2.00 4.92 -3.36
H -0.69 5.53 -5.04
H -0.49 5.91 -3.29
H -1.79 4.82 -3.83
C 2.39 -0.79 5.23
C 2.64 -1.01 3.76
C 3.51 -0.02 3.04
O 2.14 -1.97 3.17
H 1.74 -1.58 5.61
H 3.34 -0.81 5.77
H 1.89 0.18 5.37
H 4.51 -0.02 3.48
H 3.06 0.97 3.09
H 3.60 -0.31 1.99
C -6.29 0.39 -3.56
C -5.12 0.48 -2.62
C -4.82 1.82 -2.01
O -4.43 -0.51 -2.36
H -6.38 -0.64 -3.92
H -7.21 0.67 -3.04
H -6.12 1.05 -4.42
H -5.67 2.16 -1.42
H -4.59 2.54 -2.80
H -3.95 1.74 -1.35
C 0.10 -4.01 -0.25
C 0.21 -5.00 -1.37
C 0.77 -6.36 -1.05
O -0.15 -4.71 -2.51
H -0.32 -3.07 -0.62
H -0.56 -4.40 0.53
H 1.10 -3.80 0.16
H 0.14 -6.85 -0.31
H 1.79 -6.26 -0.68
H 0.79 -6.97 -1.96
C -3.49 -4.84 3.61
C -2.52 -3.83 3.08
C -1.25 -3.61 3.86
O -2.75 -3.21 2.04
H -4.36 -4.90 2.95
H -3.02 -5.83 3.66
H -3.83 -4.54 4.61
H -0.68 -4.53 3.92
H -1.49 -3.25 4.87
H -0.64 -2.85 3.36
C -4.33 -0.58 3.35
C -5.68 -0.30 3.96
C -6.31 1.03 3.66
O -6.24 -1.13 4.67
H -4.00 -1.58 3.64
H -4.40 -0.55 2.26
H -3.60 0.15 3.70
H -6.47 1.14 2.58
H -5.67 1.84 4.03
H -7.28 1.10 4.17

Summary:
net charge	0
SMILES string	COB(O)C1=C(CCOC=O)C(=O)c2cccc(Br)c2C1=O.CC(C)=O.CC(C)=O.CC(C)=O.CC(C)=O.CC(C)=O.CC(C)=O
HOMO energy	-0.3086	Ha
electronic energy	-4749.39433	Eh
gap between HOMO and LUMO	6.62	eV
lowest unoccupied orbital energy	-1.78	eV
2S+1	1

[2]
The following is a quantum chemistry calculation of a molecular structure, C32H48BNO6PRuS2Te, from the OMol25 dataset.

Positions of all 93 atoms, in Å:
Ru 0.28 1.67 0.11
C 4.36 3.81 0.81
C 2.95 3.43 0.43
S 2.56 1.73 0.43
C 2.03 4.36 0.09
C 2.35 5.83 0.06
S 0.42 3.88 -0.36
H 4.96 2.91 0.96
H 4.38 4.38 1.75
H 4.84 4.42 0.04
H 3.26 6.04 -0.51
H 2.50 6.24 1.07
H 1.53 6.39 -0.40
O -3.65 3.08 -1.00
C -2.65 2.39 -1.22
O -1.91 1.85 -0.35
C -2.33 2.11 -2.69
C -3.10 2.73 -3.66
C -2.89 2.53 -5.03
C -1.86 1.69 -5.36
O -1.43 1.32 -6.63
C -0.30 0.48 -6.42
O -0.13 0.28 -5.03
C -1.08 1.07 -4.40
C -1.28 1.25 -3.06
H -3.89 3.38 -3.31
H -3.49 3.01 -5.78
H 0.59 0.97 -6.83
H -0.47 -0.48 -6.91
H -0.67 0.76 -2.31
C -1.31 -2.85 1.28
C -0.70 -2.94 -0.13
C -1.75 -2.32 -1.06
C -0.52 -4.42 -0.49
P 0.83 -1.79 -0.18
N 0.39 -0.34 -0.27
C 1.86 -2.30 -1.71
C 2.60 -3.64 -1.67
C 0.92 -2.31 -2.92
C 2.87 -1.17 -1.98
C 1.88 -2.27 1.37
C 1.96 -3.75 1.74
C 1.30 -1.47 2.55
C 3.32 -1.77 1.20
H -2.32 -3.27 1.25
H -1.39 -1.82 1.61
H -0.75 -3.42 2.03
H -2.72 -2.81 -0.89
H -1.51 -2.42 -2.11
H -1.86 -1.26 -0.83
H -1.47 -4.93 -0.32
H 0.23 -4.91 0.12
H -0.26 -4.56 -1.54
H 1.93 -4.49 -1.49
H 3.39 -3.66 -0.93
H 3.07 -3.80 -2.65
H 0.23 -3.15 -2.92
H 1.52 -2.38 -3.83
H 0.35 -1.38 -2.97
H 3.73 -1.20 -1.32
H 2.39 -0.20 -1.85
H 3.23 -1.26 -3.01
H 1.00 -4.18 2.02
H 2.62 -3.85 2.62
H 2.38 -4.36 0.95
H 0.37 -1.89 2.93
H 1.11 -0.44 2.25
H 2.02 -1.47 3.37
H 3.89 -2.37 0.50
H 3.82 -1.83 2.17
H 3.35 -0.73 0.89
O 0.82 2.77 2.95
B 0.09 1.94 2.05
O -0.87 1.22 2.85
C -0.69 1.61 4.13
C -1.35 1.19 5.27
C -0.96 1.76 6.48
C 0.06 2.70 6.54
C 0.73 3.11 5.39
C 0.34 2.55 4.19
H -2.15 0.46 5.20
H -1.46 1.45 7.40
H 0.35 3.12 7.50
H 1.53 3.85 5.42
C -4.80 0.14 -0.62
Te -3.88 0.22 1.31
C -5.05 -1.44 2.01
H -4.19 -0.46 -1.30
H -4.89 1.15 -1.00
H -5.78 -0.31 -0.50
H -6.12 -1.20 2.02
H -4.73 -1.68 3.02
H -4.88 -2.31 1.38

Summary:
net charge	-2
energy above the lowest of the compared OMol25 structures with the same formula, charge and spin	0.00	kcal/mol
HOMO energy (spin up / spin down)	-0.0217 / -0.0303	Ha
electronic energy	-3279.98660	Eh
gap between HOMO and LUMO (spin up / spin down)	4.59 / 4.83	eV
lowest unoccupied orbital energy (spin up / spin down)	4.01 / 4.00	eV
<S²>	0.76
2S+1	2

> Which formula does entry 1 have?

C32H48BBrO12

> Among the records above, which one has the highest 2S+1?

C32H48BNO6PRuS2Te

> Among the records above, which one has the highest net charge?

C32H48BBrO12

> Among the records above, which one has the highest electronic energy?

C32H48BNO6PRuS2Te